1.
Below is a structure of composition C32H25Co2N4O6, with properties calculated with ωB97M-V/def2-TZVPD.

Values from the calculation:
Total charge: -1
Relative energy (zero: lowest compared OMol25 entry of this formula, charge and spin): 0.0 kJ/mol
HOMO: -3.342 eV

Last column: Löwdin charge in e.
Cartesian coordinates (Å):
N -0.363 0.916 -3.163  0.231
N -1.463 0.591 -2.902  -0.148
N -2.618 0.249 -2.628  0.081
C -2.957 -0.342 -1.394  -0.359
C -4.451 -0.699 -1.384  -0.134
C -4.968 -1.657 -0.524  -0.017
C -6.322 -1.914 -0.473  -0.081
C -7.190 -1.206 -1.276  -0.104
C -6.697 -0.243 -2.130  -0.084
C -5.341 -0.001 -2.183  -0.042
C -2.119 -1.604 -1.200  -0.170
C -1.778 -2.368 -2.303  -0.033
C -1.080 -3.550 -2.166  -0.083
C -0.715 -3.987 -0.910  -0.104
C -1.043 -3.239 0.199  -0.070
C -1.743 -2.061 0.053  -0.056
C -2.679 0.705 -0.273  -0.249
C -3.365 2.053 -0.575  -0.137
C -2.351 3.138 -0.194  -0.166
C -0.987 2.444 -0.300  -0.207
N -1.223 0.993 -0.146  0.005
H -4.302 -2.204 0.118  0.108
H -6.708 -2.661 0.201  0.101
H -8.248 -1.403 -1.239  0.096
H -7.373 0.330 -2.744  0.099
H -4.955 0.748 -2.851  0.100
H -2.059 -2.020 -3.281  0.109
H -0.808 -4.126 -3.037  0.105
H -0.155 -4.900 -0.796  0.107
H -0.756 -3.575 1.182  0.110
H -2.012 -1.494 0.924  0.104
H -3.054 0.314 0.683  0.140
H -3.575 2.104 -1.647  0.094
H -4.326 2.162 -0.059  0.116
H -2.416 4.009 -0.859  0.105
H -2.532 3.501 0.826  0.104
H -0.550 2.600 -1.293  0.077
H -0.268 2.820 0.437  0.109
H -0.823 0.613 0.719  0.110
O 3.609 -2.769 5.212  0.101
C 3.598 -1.882 4.499  -0.152
Co 3.574 -0.449 3.373  -0.007
C 2.751 0.929 4.168  -0.181
O 2.231 1.833 4.626  0.093
C 5.249 0.176 3.053  -0.129
O 6.277 0.607 2.827  0.125
C 2.149 -1.090 2.051  -0.172
C 3.088 -0.218 1.365  -0.289
C 2.867 1.241 1.343  -0.061
C 3.678 2.120 0.652  -0.235
C 3.688 3.508 0.972  -0.031
C 4.586 4.354 0.383  -0.109
C 5.480 3.875 -0.563  -0.101
C 5.468 2.536 -0.926  -0.086
C 4.593 1.667 -0.337  -0.011
Co 3.353 -2.192 0.814  -0.036
C 3.426 -3.700 1.830  -0.180
O 3.463 -4.643 2.466  0.081
C 5.034 -1.777 0.283  -0.188
O 6.073 -1.471 -0.065  0.088
C 2.384 -2.390 -0.681  -0.164
O 1.783 -2.513 -1.640  0.082
H 1.136 -1.022 1.651  0.033
H 2.156 1.639 2.045  0.080
H 3.041 3.881 1.748  0.106
H 4.632 5.392 0.678  0.095
H 6.215 4.537 -0.993  0.091
H 6.173 2.164 -1.654  0.103
H 4.618 0.621 -0.590  0.087

2.
Below is a structure of composition C32H25N4O2RbS, with properties calculated with ωB97M-V/def2-TZVPD.

Values from the calculation:
Total charge: -2
Relative energy (zero: lowest compared OMol25 entry of this formula, charge and spin): 94.9 kJ/mol
HOMO: -0.020 eV

Last column: Löwdin charge in e.
Cartesian coordinates (Å):
Rb 1.757 -1.131 -1.350  0.783
S 5.989 2.316 -1.892  0.888
C 6.782 0.894 -1.354  -0.504
C 5.905 0.037 -0.806  -0.316
C 4.505 0.348 -0.929  -0.225
C 4.410 1.579 -1.573  -0.556
C 3.221 2.429 -1.776  -0.330
C 3.391 3.766 -2.152  -0.071
C 2.256 4.554 -2.334  -0.077
C 1.001 3.958 -2.161  -0.099
C 0.903 2.631 -1.831  -0.130
N 2.006 1.895 -1.588  0.052
H 7.911 0.893 -1.336  0.062
H 6.226 -0.965 -0.356  0.096
H 4.374 4.169 -2.393  0.061
H 2.270 5.539 -2.758  0.087
H 0.084 4.452 -2.405  0.083
H 0.028 1.996 -1.982  0.089
C -4.086 7.698 1.044  -0.104
O -3.151 6.660 1.332  -0.125
C -3.634 5.384 1.750  -0.251
C -4.961 4.990 1.974  -0.035
C -5.238 3.724 2.470  -0.034
C -4.190 2.789 2.576  -0.314
C -2.891 3.161 2.408  -0.043
C -2.601 4.484 2.004  0.007
N -4.606 1.486 3.111  0.032
N -4.218 0.411 2.570  0.042
C -3.404 0.409 1.432  -0.282
C -3.483 1.235 0.291  -0.050
C -2.776 1.037 -0.894  -0.023
C -1.821 -0.017 -1.030  -0.433
O -1.014 -0.071 -1.949  -0.095
C -1.839 -0.962 0.125  -0.149
N -0.926 -1.930 0.049  0.049
C -0.745 -2.768 0.945  -0.184
C -1.538 -2.760 2.162  -0.040
C -2.429 -1.733 2.317  -0.022
C -2.617 -0.759 1.281  -0.110
H -3.507 8.482 0.694  0.053
H -4.686 8.026 1.912  0.088
H -4.827 7.317 0.247  0.113
H -5.713 5.749 1.797  0.092
H -6.213 3.378 2.548  0.081
H -2.145 2.357 2.634  0.143
H -1.581 4.878 2.037  0.121
H -4.154 2.117 0.268  0.113
H -2.956 1.739 -1.744  0.113
H 0.028 -3.548 0.951  0.114
H -1.392 -3.485 2.960  0.093
H -2.942 -1.591 3.245  0.089
C 3.897 -5.619 -0.899  -0.102
C 3.245 -6.824 -0.847  -0.418
C 2.457 -7.278 -2.031  -0.091
C 1.847 -8.518 -1.987  -0.175
C 1.843 -9.334 -0.810  -0.207
C 2.670 -8.922 0.201  -0.223
C 3.331 -7.744 0.203  -0.149
H 3.807 -4.992 -1.863  0.031
H 4.520 -5.321 -0.098  -0.022
H 2.366 -6.608 -2.882  0.075
H 1.324 -8.900 -2.886  0.076
H 1.104 -10.177 -0.699  0.071
H 2.683 -9.552 1.081  0.076
H 4.141 -7.457 0.977  0.116

3.
Below is a structure of composition C32H26Cl3F2IN4OS2Tl, with properties calculated with ωB97M-V/def2-TZVPD.

Values from the calculation:
Total charge: +1
Relative energy (zero: lowest compared OMol25 entry of this formula, charge and spin): 0.0 kJ/mol
HOMO: -10.411 eV

Last column: Löwdin charge in e.
Cartesian coordinates (Å):
Tl -0.403 0.517 -0.213  1.003
S -1.314 0.098 7.256  1.069
C -2.975 0.140 7.639  -0.398
C -3.752 0.156 6.522  -0.167
C -2.982 0.133 5.331  -0.109
C -1.634 0.102 5.565  -0.486
C -0.545 0.074 4.582  -0.171
C -0.837 0.150 3.204  -0.044
N 0.077 0.129 2.261  0.075
C 1.378 0.028 2.603  -0.147
C 1.779 -0.034 3.941  -0.120
C 3.178 -0.098 4.266  -0.003
C 4.111 -0.080 3.296  -0.004
C 3.733 -0.014 1.910  -0.118
C 4.685 0.025 0.884  0.069
C 4.289 0.120 -0.431  -0.170
C 2.903 0.155 -0.671  -0.082
N 1.988 0.077 0.268  0.065
C 2.377 0.018 1.559  -0.136
C 5.245 0.184 -1.545  -0.476
C 6.609 0.207 -1.481  -0.110
C 7.227 0.266 -2.758  -0.166
C 6.320 0.288 -3.771  -0.398
S 4.718 0.241 -3.185  1.057
C 0.784 -0.013 4.928  0.043
H -3.288 0.151 8.670  0.073
H -4.831 0.182 6.545  0.109
H -3.423 0.138 4.344  0.111
H -1.863 0.244 2.877  0.101
H 3.463 -0.145 5.309  0.124
H 5.165 -0.107 3.540  0.123
H 5.735 0.002 1.147  0.127
H 2.538 0.286 -1.682  0.079
H 7.168 0.184 -0.557  0.112
H 8.296 0.295 -2.912  0.110
H 6.506 0.335 -4.832  0.072
H 1.080 -0.058 5.970  0.110
C 0.036 3.369 1.386  -0.045
C 0.323 3.499 -0.107  -0.723
C 1.584 4.337 -0.319  -0.030
C -0.861 4.162 -0.801  -0.061
O 0.630 2.226 -0.677  -0.324
H -0.143 4.345 1.838  0.098
H 0.877 2.896 1.898  0.083
H -0.862 2.761 1.554  0.066
H 1.432 5.361 0.027  0.089
H 1.834 4.359 -1.380  0.090
H 2.423 3.900 0.226  0.084
H -0.956 5.205 -0.494  0.091
H -1.795 3.651 -0.554  0.061
H -0.723 4.131 -1.883  0.074
Cl -0.155 -5.118 1.829  0.651
C -0.078 -4.813 0.095  -1.621
Cl -1.539 -5.383 -0.708  0.651
Cl 1.357 -5.566 -0.609  0.641
C 0.025 -3.361 -0.111  -0.335
N 0.096 -2.229 -0.264  0.205
I -2.558 1.455 -2.989  1.072
C -0.866 0.401 -3.613  -0.737
C -0.546 0.407 -4.963  -0.112
C 0.543 -0.339 -5.376  -0.034
C 1.248 -1.081 -4.440  -0.045
C 0.848 -1.025 -3.121  -0.149
N -0.181 -0.277 -2.698  -0.030
H -1.141 0.975 -5.662  0.101
H 0.830 -0.349 -6.419  0.122
H 2.093 -1.692 -4.725  0.113
H 1.352 -1.603 -2.357  0.093
F -3.105 0.596 0.906  -0.028
C -2.389 -0.325 0.193  -0.476
F -2.323 -1.446 0.958  -0.016
H -2.932 -0.553 -0.722  0.055

4.
Below is a structure of composition C32H26Cl3KN9O3PS2, with properties calculated with ωB97M-V/def2-TZVPD.

Values from the calculation:
Total charge: -2
Relative energy (zero: lowest compared OMol25 entry of this formula, charge and spin): 16.1 kJ/mol
HOMO: -2.714 eV

Last column: Löwdin charge in e.
Cartesian coordinates (Å):
K -0.366 19.818 7.116  0.579
O 0.217 17.510 8.156  -0.285
N 1.321 17.031 8.650  -0.225
C 1.322 15.683 8.948  -0.053
C 2.466 15.056 9.286  -0.146
C 3.616 15.750 9.406  -0.153
C 3.602 17.061 9.043  -0.142
C 2.468 17.898 8.796  -0.720
S 2.615 19.540 8.400  0.489
H 0.443 15.264 8.536  0.107
H 2.476 13.911 9.470  0.127
H 4.591 15.269 9.599  0.106
H 4.515 17.606 9.076  0.071
N 4.420 26.521 10.093  0.063
C 3.210 25.956 9.527  -0.294
C 2.177 26.783 9.091  -0.059
C 1.115 26.232 8.411  -0.047
C 1.010 24.817 8.264  -0.261
C 2.026 24.012 8.733  -0.064
C 3.127 24.555 9.360  -0.033
S -0.398 24.042 7.491  0.569
O -1.154 25.143 6.926  -0.334
O 0.201 23.126 6.512  -0.506
N -1.086 23.046 8.467  -0.105
C -1.831 23.473 9.505  -0.430
N -2.627 22.561 10.142  0.113
C -3.280 23.085 11.215  -0.149
C -3.281 24.426 11.548  -0.111
C -2.465 25.249 10.804  -0.188
N -1.729 24.827 9.822  0.116
H 4.362 27.472 10.369  0.049
H 4.932 25.921 10.736  0.076
H 2.248 27.864 9.198  0.102
H 0.349 26.816 8.014  0.083
H 1.977 22.947 8.555  0.106
H 3.927 23.933 9.695  0.098
H -3.928 22.410 11.772  0.095
H -3.913 24.880 12.284  0.075
H -2.279 26.267 11.126  0.099
C -5.727 15.089 12.234  -0.293
P -3.967 15.736 11.890  0.997
C -4.340 17.003 10.637  -0.424
C -5.203 16.831 9.510  -0.097
C -5.434 17.860 8.587  -0.076
C -4.748 19.038 8.823  -0.092
C -3.901 19.282 9.886  -0.081
C -3.699 18.249 10.781  -0.125
C -3.390 14.303 10.884  -0.410
C -3.582 13.034 11.377  -0.123
C -3.105 11.914 10.692  -0.091
C -2.542 12.064 9.439  -0.101
C -2.392 13.324 8.933  -0.093
C -2.789 14.422 9.656  -0.093
H -5.720 14.397 13.119  0.031
H -6.093 14.621 11.333  0.019
H -6.413 15.888 12.471  0.019
H -5.637 15.844 9.291  0.101
H -6.032 17.669 7.694  0.110
H -4.904 19.826 8.055  0.118
H -3.244 20.154 9.928  0.085
H -3.078 18.467 11.681  0.102
H -4.169 12.871 12.303  0.099
H -3.326 10.959 11.013  0.069
H -2.252 11.212 8.842  0.097
H -2.119 13.555 7.940  0.098
H -2.673 15.379 9.169  0.112
N -2.838 19.149 5.530  0.041
C -3.865 19.035 4.963  -0.478
N -4.968 18.875 4.320  0.012
C -5.899 19.776 4.036  -0.465
N -6.878 20.328 3.776  0.029
Cl -2.255 21.067 2.380  0.642
C -0.567 21.454 2.582  -1.556
Cl -0.248 22.060 4.246  0.694
Cl -0.174 22.710 1.341  0.552
C 0.220 20.319 2.140  -0.420
N 0.780 19.381 1.815  0.177

5.
Below is a structure of composition C32H26ClF6N3O6PS2Ti, with properties calculated with ωB97M-V/def2-TZVPD.

Values from the calculation:
2S+1: 3
Total charge: +1
Relative energy (zero: lowest compared OMol25 entry of this formula, charge and spin): 202.4 kJ/mol
HOMO (spin up / spin down): -9.111 / -11.568 eV
Expectation value of S²: 2.02

Last column: Löwdin charge in e.
Cartesian coordinates (Å):
Ti -0.035 -1.074 -0.388  0.725
Cl 0.262 2.266 -0.420  0.877
C -0.402 2.568 1.137  -0.616
C -1.170 3.684 1.405  -0.080
C -1.590 3.902 2.708  -0.059
C -1.227 3.023 3.715  -0.058
C -0.473 1.895 3.431  -0.074
C -0.077 1.635 2.123  -0.354
P 0.909 0.206 1.524  1.044
C 2.570 0.968 1.669  -0.347
C 3.058 1.334 2.922  -0.075
C 4.286 1.961 3.027  -0.060
C 5.033 2.227 1.889  -0.065
C 4.548 1.869 0.641  -0.065
C 3.318 1.241 0.529  -0.104
C 0.886 -0.996 2.896  -0.367
C 2.005 -1.813 3.056  -0.100
C 1.989 -2.849 3.971  -0.060
C 0.857 -3.081 4.737  -0.062
C -0.261 -2.281 4.578  -0.076
C -0.259 -1.254 3.651  -0.121
H -1.415 4.379 0.619  0.113
H -2.176 4.778 2.936  0.112
H -1.524 3.219 4.733  0.112
H -0.178 1.231 4.229  0.103
H 2.474 1.123 3.806  0.112
H 4.660 2.254 3.996  0.111
H 5.993 2.713 1.977  0.110
H 5.128 2.091 -0.243  0.109
H 2.924 0.973 -0.444  0.064
H 2.886 -1.637 2.449  0.119
H 2.854 -3.484 4.075  0.117
H 0.841 -3.893 5.444  0.113
H -1.150 -2.474 5.159  0.114
H -1.154 -0.660 3.513  0.099
F 0.384 -2.384 -4.012  0.163
C 0.787 -3.309 -3.140  -0.625
F 1.703 -2.732 -2.332  0.092
F 1.365 -4.293 -3.791  0.196
S -0.563 -3.836 -1.951  0.671
O -1.008 -2.557 -1.414  -0.351
O -1.508 -4.615 -2.644  -0.180
N 0.321 -4.605 -0.901  -0.249
S 0.667 -3.862 0.422  0.667
O 1.122 -2.484 0.252  -0.405
O 1.421 -4.632 1.329  -0.188
C -1.053 -3.625 1.199  -0.590
F -1.139 -4.086 2.433  0.190
F -1.995 -4.204 0.465  0.157
F -1.340 -2.294 1.243  0.068
O -4.762 3.161 -2.683  -0.045
C -5.034 2.429 -1.514  -0.210
C -3.864 1.553 -1.173  -0.156
C -3.720 0.998 0.111  0.018
C -2.604 0.256 0.405  -0.096
N -1.621 0.005 -0.481  -0.086
C -1.767 0.510 -1.753  -0.222
C -2.874 1.288 -2.101  0.071
C -0.609 0.335 -2.600  -0.232
C -0.547 0.683 -3.948  0.065
C 0.652 0.627 -4.637  -0.164
C 0.690 0.902 -6.118  -0.209
O -0.507 0.560 -6.763  -0.039
C 1.805 0.274 -3.913  0.012
C 1.683 -0.103 -2.599  -0.126
N 0.505 -0.139 -1.945  -0.108
H -5.536 3.681 -2.920  0.103
H -5.919 1.788 -1.655  0.141
H -5.238 3.102 -0.666  0.134
H -4.473 1.169 0.864  0.126
H -2.454 -0.125 1.411  0.115
H -2.951 1.737 -3.077  0.123
H -1.444 0.977 -4.470  0.131
H 1.550 0.386 -6.568  0.132
H 0.811 1.978 -6.295  0.142
H -0.643 -0.393 -6.704  0.102
H 2.772 0.271 -4.389  0.128
H 2.549 -0.439 -2.034  0.123

6.
Below is a structure of composition C32H26FeN3O6SSbSe5, with properties calculated with ωB97M-V/def2-TZVPD.

Values from the calculation:
2S+1: 5
Total charge: -2
Relative energy (zero: lowest compared OMol25 entry of this formula, charge and spin): 144.9 kJ/mol
HOMO (spin up / spin down): -2.708 / -2.701 eV
Expectation value of S²: 6.37

Last column: Löwdin charge in e.
Cartesian coordinates (Å):
Fe -0.681 1.074 -0.329  0.088
O -0.288 0.900 1.877  -0.115
C 1.072 0.587 2.244  -0.300
C 1.808 0.171 0.940  -0.597
O 2.893 -0.377 1.019  0.085
O 1.169 0.451 -0.130  -0.164
C 1.080 -0.630 3.150  -0.145
C 0.025 -1.532 3.069  -0.010
C 0.078 -2.742 3.749  -0.080
C 1.186 -3.058 4.520  -0.108
C 2.241 -2.157 4.606  -0.088
C 2.194 -0.957 3.916  -0.031
C 1.681 1.847 2.839  -0.148
C 1.431 2.181 4.167  -0.041
C 1.800 3.424 4.663  -0.085
C 2.411 4.350 3.831  -0.097
C 2.678 4.020 2.510  -0.160
C 2.317 2.776 2.018  -0.055
H -0.641 1.550 2.501  0.122
H -0.834 -1.286 2.457  0.105
H -0.746 -3.439 3.664  0.099
H 1.236 -4.007 5.041  0.090
H 3.111 -2.398 5.205  0.094
H 3.029 -0.271 3.958  0.123
H 0.936 1.466 4.815  0.115
H 1.592 3.674 5.697  0.094
H 2.656 5.339 4.196  0.096
H 3.145 4.743 1.852  -0.039
H 2.503 2.537 0.978  0.100
N -0.438 1.556 -7.609  0.161
C 0.052 0.561 -6.815  -0.497
O 0.475 -0.483 -7.275  0.056
C 0.017 0.837 -5.340  -0.137
C -0.906 1.697 -4.763  -0.002
C -0.889 1.869 -3.390  -0.126
N -0.032 1.226 -2.604  0.014
C 0.866 0.413 -3.155  -0.082
C 0.926 0.186 -4.517  0.020
H -0.357 1.426 -8.602  0.104
H -0.546 2.489 -7.255  0.095
H -1.646 2.225 -5.350  0.109
H -1.566 2.555 -2.895  0.077
H 1.556 -0.053 -2.462  0.114
H 1.667 -0.477 -4.942  0.120
Se 0.900 7.071 1.585  -0.222
Sb 1.256 5.493 -0.282  -0.225
Se 1.224 6.531 -2.532  -0.204
Se 3.776 5.373 -0.494  -0.048
Se -0.309 3.464 -0.181  0.118
O 2.986 -6.096 -0.159  0.095
C 1.689 -6.143 -0.559  -0.488
O 1.209 -7.214 -0.834  0.084
C 0.957 -4.850 -0.613  -0.157
C -0.420 -4.882 -0.834  -0.027
C -1.159 -3.718 -0.858  -0.123
C -0.555 -2.471 -0.671  -0.599
S -1.655 -1.082 -0.618  0.701
C 0.826 -2.435 -0.489  -0.080
C 1.563 -3.604 -0.450  -0.013
H 3.223 -5.186 0.052  0.080
H -0.898 -5.843 -0.973  0.114
H -2.232 -3.757 -1.005  0.093
H 1.335 -1.491 -0.369  0.064
H 2.634 -3.493 -0.299  0.113
Se -2.911 2.093 -0.091  0.636
C -4.312 0.757 -0.138  -0.641
C -4.608 0.006 -1.267  -0.171
C -5.624 -0.932 -1.207  -0.171
N -6.376 -1.152 -0.129  0.034
C -6.110 -0.400 0.938  -0.177
C -5.100 0.546 0.987  -0.127
H -4.050 0.145 -2.183  0.087
H -5.847 -1.545 -2.076  0.097
H -6.740 -0.565 1.808  0.093
H -4.931 1.116 1.891  0.090

Number 1: F_max 0.1124 Eh/bohr. Number 2: F_max 0.1132 Eh/bohr. Number 3: F_max 0.0088 Eh/bohr. Number 4: F_max 0.0903 Eh/bohr. Number 5: F_max 0.0568 Eh/bohr. Number 6: F_max 0.0283 Eh/bohr.